Density functional theory data (ωB97M-V with the def2-TZVPD basis set) for a molecular structure, C12H31F3KN3O7S at a distorted geometry.

Element x y z (Å)
K1 -2.920 -2.830 -1.423
S1 -4.148 2.509 -1.847
F1 -3.176 0.016 -2.134
F2 -3.462 1.056 -4.066
F3 -1.787 1.730 -2.989
O1 -3.826 2.325 -0.422
O2 -3.707 -1.132 2.515
O3 -3.694 3.814 -2.385
O4 -5.551 2.097 -2.173
O5 -1.309 -4.107 1.572
O6 -1.019 -0.978 -0.364
O7 1.098 0.296 0.063
N1 0.467 -2.866 0.716
N2 -2.660 0.538 1.170
N3 3.660 1.983 -0.336
C1 -0.108 -4.056 1.454
C2 3.018 3.379 -0.101
C3 1.301 1.004 -1.210
C4 -3.808 -0.327 1.623
C5 2.858 1.126 -1.343
C6 1.487 -3.205 -0.448
C7 -1.623 0.934 2.206
C8 -5.087 -0.095 0.871
C9 0.799 -5.039 2.129
C10 3.760 1.289 1.056
C11 5.119 1.993 -0.922
C12 -3.020 1.250 -2.814
H1 -2.162 1.798 2.595
H2 -0.705 1.309 1.754
H3 -0.297 -2.247 0.484
H4 0.295 -0.207 -0.089
H5 0.830 1.987 -1.234
H6 -4.910 -0.436 -0.149
H7 5.090 2.541 -1.864
H8 2.437 -3.596 -0.082
H9 1.453 -4.445 2.767
H10 2.058 3.101 0.334
H11 1.757 -2.283 -0.964
H12 0.272 -5.752 2.763
H13 5.783 2.483 -0.210
H14 -2.103 0.065 0.473
H15 0.847 0.374 -1.975
H16 2.746 1.200 1.445
H17 4.334 1.719 1.877
H18 -5.425 0.942 0.856
H19 0.951 -2.317 1.412
H20 -5.821 -0.771 1.309
H21 -2.882 1.349 0.609
H22 5.494 0.983 -1.082
H23 -1.270 0.123 2.842
H24 -0.865 -0.699 -1.287
H25 2.948 1.384 -2.399
H26 3.703 3.951 0.525
H27 1.003 -3.960 -1.067
H28 3.020 3.956 -1.026
H29 4.022 0.246 0.879
H30 3.323 0.141 -1.352
H31 1.413 -5.643 1.461

The net charge is +3. As for the HOMO energy (spin up / spin down): -18.87 / -18.87 eV. The max |F| comes out at 0.1142 Eh/bohr. Its expectation value of S² is 0.76. As for the spin multiplicity: 2.

Atom-resolved charges from Mulliken, all expressed in e:
1 K 1.082
2 S 1.065
3 F -0.143
4 F -0.155
5 F -0.120
6 O -0.610
7 O -0.440
8 O -0.263
9 O -0.441
10 O -0.414
11 O -1.248
12 O -0.174
13 N 0.348
14 N 0.560
15 N 0.025
16 C 0.670
17 C -0.775
18 C -0.463
19 C 0.606
20 C -1.007
21 C -0.685
22 C -0.789
23 C -0.896
24 C -1.185
25 C -0.693
26 C -0.854
27 C 0.576
28 H 0.428
29 H 0.234
30 H -0.155
31 H 0.217
32 H 0.357
33 H 0.170
34 H 0.396
35 H 0.372
36 H 0.368
37 H 0.341
38 H 0.140
39 H 0.356
40 H 0.388
41 H -0.220
42 H 0.446
43 H 0.213
44 H 0.386
45 H 0.357
46 H 0.411
47 H 0.354
48 H 0.581
49 H 0.377
50 H 0.302
51 H -0.041
52 H 0.456
53 H 0.360
54 H 0.404
55 H 0.326
56 H 0.374
57 H 0.352
58 H 0.375

Density functional theory data (ωB97M-V with the def2-TZVPD basis set) for a molecular structure, C12H32O12RbS4 at a distorted geometry.

Element x y z (Å)
Rb1 0.513 0.622 0.224
S1 -2.326 -0.161 -2.619
S2 -0.243 -3.359 0.454
S3 2.284 3.228 -1.984
S4 0.544 3.077 3.442
O1 2.595 2.174 -1.068
O2 0.259 -4.739 1.186
O3 1.129 3.192 5.004
O4 -1.582 -0.570 -1.429
O5 0.881 4.337 2.804
O6 3.510 3.473 -3.133
O7 0.506 -2.246 1.019
O8 -2.674 -1.507 -3.526
O9 0.957 1.777 2.866
O10 -1.854 0.873 -3.543
O11 1.902 4.553 -1.500
O12 -0.292 -3.555 -0.981
C1 1.686 4.076 7.137
C2 -3.070 -2.668 -2.867
C3 0.936 -7.003 1.163
C4 4.231 2.400 -3.665
C5 -0.065 -5.976 0.618
C6 -4.045 0.330 -2.244
C7 -1.287 3.014 3.848
C8 -1.917 -3.363 1.167
C9 0.911 4.347 5.808
C10 -4.294 -3.286 -3.603
C11 1.010 2.653 -3.194
C12 5.704 2.844 -3.701
H1 0.102 -6.003 -0.458
H2 -1.081 -6.261 0.890
H3 -1.616 3.916 4.364
H4 -5.002 -2.478 -3.789
H5 6.348 2.068 -4.113
H6 -2.436 -2.475 0.809
H7 0.934 -6.986 2.253
H8 0.835 3.416 -3.952
H9 -4.040 1.326 -1.801
H10 1.445 1.732 -3.582
H11 -1.886 -3.307 2.255
H12 2.749 4.285 7.015
H13 0.695 -8.014 0.836
H14 -4.019 -3.759 -4.546
H15 -2.376 -4.315 0.900
H16 5.905 3.730 -4.304
H17 -0.137 4.423 6.096
H18 1.935 -6.860 0.752
H19 1.307 4.657 7.977
H20 -4.645 -4.045 -2.904
H21 3.889 2.081 -4.650
H22 4.221 1.511 -3.034
H23 -3.350 -2.571 -1.818
H24 1.133 5.251 5.240
H25 -4.457 -0.477 -1.639
H26 1.478 3.080 7.529
H27 -1.439 2.137 4.477
H28 -1.822 2.941 2.901
H29 0.093 2.383 -2.670
H30 6.103 3.044 -2.706
H31 -4.560 0.376 -3.204
H32 -2.215 -3.342 -2.810

The net charge is +1. As for the HOMO energy: -13.33 eV. The max |F| comes out at 0.0838 Eh/bohr. As for the spin multiplicity: 1.

Atom-resolved charges from Mulliken, all expressed in e:
1 Rb 0.891
2 S 1.084
3 S 1.185
4 S 1.120
5 S 1.101
6 O -0.583
7 O -0.243
8 O -0.278
9 O -0.365
10 O -0.597
11 O -0.309
12 O -0.658
13 O -0.353
14 O -0.525
15 O -0.608
16 O -0.581
17 O -0.586
18 C -1.249
19 C -0.092
20 C -1.331
21 C -0.136
22 C -0.045
23 C -0.950
24 C -0.971
25 C -0.871
26 C -0.162
27 C -1.144
28 C -0.844
29 C -1.338
30 H 0.270
31 H 0.280
32 H 0.357
33 H 0.288
34 H 0.388
35 H 0.244
36 H 0.333
37 H 0.382
38 H 0.388
39 H 0.327
40 H 0.366
41 H 0.301
42 H 0.398
43 H 0.326
44 H 0.340
45 H 0.337
46 H 0.238
47 H 0.335
48 H 0.409
49 H 0.360
50 H 0.337
51 H 0.326
52 H 0.110
53 H 0.372
54 H 0.291
55 H 0.321
56 H 0.337
57 H 0.380
58 H 0.242
59 H 0.317
60 H 0.373
61 H 0.367

Density functional theory data (ωB97M-V with the def2-TZVPD basis set) for 10 unconnected molecules or ions with the total composition C12H32O18S at a distorted geometry.

Element x y z (Å)
S1 1.236 -0.260 5.369
O1 -3.985 -0.778 -4.322
O2 -2.695 -2.338 -3.530
O3 2.572 0.320 5.267
O4 1.287 1.082 -1.652
O5 5.258 1.127 -0.375
O6 1.898 -3.150 -2.317
O7 -0.908 4.218 -3.585
O8 -4.722 -2.013 -2.545
O9 4.228 2.928 -2.133
O10 -0.447 0.685 -2.989
O11 0.547 -0.442 3.889
O12 0.504 3.192 2.976
O13 -2.474 3.332 -0.387
O14 -2.462 2.943 3.586
O15 -0.590 0.584 -0.667
O16 0.674 -3.630 -0.622
O17 1.929 -1.791 -0.485
O18 1.063 -1.547 6.072
C1 -0.897 -2.063 2.920
C2 1.497 -2.755 -1.110
C3 -0.025 0.744 -1.830
C4 -0.832 -0.749 3.655
C5 0.272 0.801 0.439
C6 0.110 1.003 6.083
C7 -3.896 -1.840 -3.461
C8 -2.131 -1.942 -4.802
C9 -2.798 -0.620 -5.080
C10 0.625 -4.780 -1.444
C11 1.485 1.392 -0.272
C12 0.917 -4.103 -2.714
H1 1.436 2.976 3.007
H2 -2.246 0.260 -4.752
H3 -0.247 1.523 1.070
H4 5.857 1.410 0.316
H5 1.309 -5.582 -1.169
H6 0.032 -3.594 -3.097
H7 0.532 -0.147 0.910
H8 0.108 -2.382 2.644
H9 -1.381 0.016 3.106
H10 -2.580 2.393 -0.537
H11 1.180 2.417 -0.062
H12 -0.292 4.691 -4.145
H13 -0.380 -5.174 -1.596
H14 -1.253 -2.958 3.431
H15 -2.285 -2.753 -5.514
H16 -2.454 3.243 4.495
H17 2.421 0.969 0.092
H18 -1.545 2.751 3.389
H19 -3.036 3.745 -1.044
H20 3.412 2.606 -1.751
H21 -0.757 3.295 -3.789
H22 5.766 0.503 -0.893
H23 -1.435 -0.799 4.562
H24 -0.465 0.410 6.795
H25 -1.578 -1.854 2.095
H26 1.277 -4.867 -3.404
H27 4.893 2.305 -1.838
H28 -0.467 1.612 5.387
H29 0.774 1.648 6.658
H30 0.438 3.880 2.314
H31 -1.074 -1.799 -4.577
H32 -3.203 -0.292 -6.037

Its SMILES is CCOS(C)(=O)=O.O=C1OCCO1.O=C1OCCO1.O=C1OCCO1.O.O.O.O.O.O. As for the energy relative to the best compared isomer or geometry (same formula, charge and spin): 0.000 eV. The net charge is 0. As for the HOMO energy: -10.64 eV. The max |F| comes out at 0.1110 Eh/bohr. As for the spin multiplicity: 1.

Atom-resolved charges from Mulliken, all expressed in e:
1 S 1.176
2 O -0.378
3 O -0.268
4 O -0.608
5 O -0.283
6 O -0.620
7 O -0.320
8 O -0.618
9 O -0.598
10 O -0.689
11 O -0.663
12 O -0.237
13 O -0.548
14 O -0.600
15 O -0.614
16 O -0.277
17 O -0.256
18 O -0.560
19 O -0.638
20 C -1.218
21 C 0.642
22 C 0.629
23 C -0.135
24 C 0.495
25 C -0.824
26 C 0.690
27 C -0.131
28 C -0.103
29 C -0.464
30 C -0.665
31 C 0.108
32 H 0.282
33 H 0.024
34 H -0.233
35 H 0.286
36 H 0.303
37 H -0.187
38 H 0.009
39 H 0.240
40 H 0.274
41 H 0.303
42 H 0.570
43 H 0.299
44 H 0.345
45 H 0.385
46 H 0.330
47 H 0.307
48 H 0.442
49 H 0.229
50 H 0.285
51 H 0.328
52 H 0.317
53 H 0.322
54 H 0.441
55 H 0.403
56 H 0.320
57 H 0.400
58 H 0.364
59 H 0.092
60 H 0.392
61 H 0.266
62 H 0.171
63 H 0.270

Density functional theory data (ωB97M-V with the def2-TZVPD basis set) for a molecular structure, C12H33BMnO7 at a distorted geometry.

Element x y z (Å)
Mn1 0.794 0.441 -1.090
O1 1.133 -0.445 1.072
O2 0.742 -1.542 -1.877
O3 -0.332 0.914 -3.049
O4 -0.822 -1.239 3.403
O5 0.196 2.360 -0.094
O6 -0.456 -3.222 -4.189
O7 -1.374 0.195 0.172
C1 2.350 -0.194 1.811
C2 -2.512 -0.675 -0.091
C3 0.557 -2.990 -1.728
C4 -1.744 1.298 0.916
C5 -2.063 2.705 -2.692
C6 -0.531 2.246 1.113
C7 0.102 -2.144 2.936
C8 -0.845 2.130 -3.514
C9 0.578 -1.748 1.483
C10 1.097 3.547 -0.006
C11 -1.189 -1.558 4.758
C12 0.227 -3.874 -3.071
B1 2.923 0.774 -1.381
H1 0.927 -2.163 3.647
H2 -2.127 -1.057 4.996
H3 -0.329 -1.276 5.365
H4 -3.035 -1.026 0.799
H5 -2.588 3.408 -3.339
H6 -0.297 -3.158 2.908
H7 2.663 0.830 1.605
H8 -1.760 3.173 -1.755
H9 -2.862 1.996 -2.476
H10 -1.335 1.896 -4.459
H11 1.485 -3.317 -1.258
H12 -2.461 1.884 0.342
H13 2.167 -0.165 2.885
H14 -0.366 -1.755 0.937
H15 2.051 3.282 0.450
H16 1.145 -2.616 1.147
H17 0.121 2.019 1.956
H18 0.791 4.518 0.383
H19 -3.250 -0.222 -0.752
H20 -2.113 1.005 1.899
H21 -0.289 -4.798 -2.810
H22 -0.215 3.005 -3.671
H23 1.173 -4.272 -3.438
H24 2.952 -0.146 -0.818
H25 -0.893 3.248 1.346
H26 2.571 1.515 -0.681
H27 -2.257 -1.630 -0.549
H28 3.160 -0.868 1.532
H29 1.359 3.921 -0.996
H30 -1.233 -2.637 4.909
H31 3.936 1.017 -1.664
H32 -0.241 -3.290 -1.049
H33 2.319 0.702 -2.272

The net charge is -3. As for the HOMO energy (spin up / spin down): 3.65 / 2.98 eV. The max |F| comes out at 0.0866 Eh/bohr. Its expectation value of S² is 12.00. As for the spin multiplicity: 7.

Atom-resolved charges from Mulliken, all expressed in e:
1 Mn 1.112
2 O 0.418
3 O -0.617
4 O -0.678
5 O 6.823
6 O 0.208
7 O -1.042
8 O 0.485
9 C -1.144
10 C -1.081
11 C -0.521
12 C -0.914
13 C -0.791
14 C -0.826
15 C -1.511
16 C -0.546
17 C 0.173
18 C -1.128
19 C -9.457
20 C -0.636
21 B 1.409
22 H 0.348
23 H -0.360
24 H 1.236
25 H 0.366
26 H 0.544
27 H 0.303
28 H 0.257
29 H -0.062
30 H 0.134
31 H 0.382
32 H 0.262
33 H 0.504
34 H 0.462
35 H -0.326
36 H 0.248
37 H 0.456
38 H 0.336
39 H 0.373
40 H 0.210
41 H 0.334
42 H 0.294
43 H 0.120
44 H 0.139
45 H -0.450
46 H 0.630
47 H -0.733
48 H 0.266
49 H 0.164
50 H 0.330
51 H 0.826
52 H -0.245
53 H 0.030
54 H -0.112

Which formula does entry 1 have?
C12H31F3KN3O7S

What did the fourth record say?
Density functional theory data (ωB97M-V with the def2-TZVPD basis set) for a molecular structure, C12H33BMnO7 at a distorted geometry.

Element x y z (Å)
Mn1 0.794 0.441 -1.090
O1 1.133 -0.445 1.072
O2 0.742 -1.542 -1.877
O3 -0.332 0.914 -3.049
O4 -0.822 -1.239 3.403
O5 0.196 2.360 -0.094
O6 -0.456 -3.222 -4.189
O7 -1.374 0.195 0.172
C1 2.350 -0.194 1.811
C2 -2.512 -0.675 -0.091
C3 0.557 -2.990 -1.728
C4 -1.744 1.298 0.916
C5 -2.063 2.705 -2.692
C6 -0.531 2.246 1.113
C7 0.102 -2.144 2.936
C8 -0.845 2.130 -3.514
C9 0.578 -1.748 1.483
C10 1.097 3.547 -0.006
C11 -1.189 -1.558 4.758
C12 0.227 -3.874 -3.071
B1 2.923 0.774 -1.381
H1 0.927 -2.163 3.647
H2 -2.127 -1.057 4.996
H3 -0.329 -1.276 5.365
H4 -3.035 -1.026 0.799
H5 -2.588 3.408 -3.339
H6 -0.297 -3.158 2.908
H7 2.663 0.830 1.605
H8 -1.760 3.173 -1.755
H9 -2.862 1.996 -2.476
H10 -1.335 1.896 -4.459
H11 1.485 -3.317 -1.258
H12 -2.461 1.884 0.342
H13 2.167 -0.165 2.885
H14 -0.366 -1.755 0.937
H15 2.051 3.282 0.450
H16 1.145 -2.616 1.147
H17 0.121 2.019 1.956
H18 0.791 4.518 0.383
H19 -3.250 -0.222 -0.752
H20 -2.113 1.005 1.899
H21 -0.289 -4.798 -2.810
H22 -0.215 3.005 -3.671
H23 1.173 -4.272 -3.438
H24 2.952 -0.146 -0.818
H25 -0.893 3.248 1.346
H26 2.571 1.515 -0.681
H27 -2.257 -1.630 -0.549
H28 3.160 -0.868 1.532
H29 1.359 3.921 -0.996
H30 -1.233 -2.637 4.909
H31 3.936 1.017 -1.664
H32 -0.241 -3.290 -1.049
H33 2.319 0.702 -2.272

The net charge is -3. As for the HOMO energy (spin up / spin down): 3.65 / 2.98 eV. The max |F| comes out at 0.0866 Eh/bohr. Its expectation value of S² is 12.00. As for the spin multiplicity: 7.

Atom-resolved charges from Mulliken, all expressed in e:
1 Mn 1.112
2 O 0.418
3 O -0.617
4 O -0.678
5 O 6.823
6 O 0.208
7 O -1.042
8 O 0.485
9 C -1.144
10 C -1.081
11 C -0.521
12 C -0.914
13 C -0.791
14 C -0.826
15 C -1.511
16 C -0.546
17 C 0.173
18 C -1.128
19 C -9.457
20 C -0.636
21 B 1.409
22 H 0.348
23 H -0.360
24 H 1.236
25 H 0.366
26 H 0.544
27 H 0.303
28 H 0.257
29 H -0.062
30 H 0.134
31 H 0.382
32 H 0.262
33 H 0.504
34 H 0.462
35 H -0.326
36 H 0.248
37 H 0.456
38 H 0.336
39 H 0.373
40 H 0.210
41 H 0.334
42 H 0.294
43 H 0.120
44 H 0.139
45 H -0.450
46 H 0.630
47 H -0.733
48 H 0.266
49 H 0.164
50 H 0.330
51 H 0.826
52 H -0.245
53 H 0.030
54 H -0.112

Which formula does entry 1 have?
C12H31F3KN3O7S